ORCA calculation (ωB97M-V/def2-TZVPD) on a cluster of 11 separate species, C20H50O14 in total in a non-equilibrium geometry.

The HOMO-LUMO gap comes out at 10.3 eV. The structure (SMILES) is O=C1CCCO1.O=C1CCCO1.O=C1CCCO1.CO.CO.CO.CO.CO.CO.CO.CO. For the LUMO energy, the calculation gives 0.360 eV.

Element x y z (Å)
O: 0.77 3.59 3.36
C: 1.12 2.48 3.42
C: 1.17 1.56 4.65
C: 2.16 0.49 4.19
C: 1.86 0.41 2.67
O: 1.52 1.78 2.32
H: 1.40 2.12 5.56
H: 0.14 1.17 4.74
H: 3.18 0.92 4.30
H: 2.07 -0.48 4.67
H: 2.72 0.07 2.13
H: 0.98 -0.21 2.43
O: 1.61 -3.10 4.08
C: 1.59 -3.02 2.89
C: 0.38 -3.37 1.99
C: 1.07 -3.45 0.62
C: 2.24 -2.48 0.79
O: 2.54 -2.40 2.17
H: -0.15 -4.27 2.33
H: -0.37 -2.57 2.13
H: 1.55 -4.42 0.54
H: 0.43 -3.29 -0.29
H: 3.07 -2.85 0.18
H: 1.98 -1.52 0.36
O: -1.63 2.95 -1.62
C: -1.89 3.33 -0.56
C: -1.16 3.01 0.76
C: -2.18 3.56 1.82
C: -2.87 4.68 1.04
O: -2.97 4.14 -0.34
H: -0.90 1.95 0.78
H: -0.25 3.60 0.87
H: -2.93 2.82 2.18
H: -1.64 3.92 2.69
H: -3.84 5.00 1.37
H: -2.19 5.54 0.92
C: -1.18 1.11 -3.96
O: -2.29 1.91 -4.21
H: -0.19 1.59 -3.98
H: -1.22 0.42 -3.09
H: -1.18 0.48 -4.84
H: -2.43 2.36 -3.37
C: -3.81 0.34 -1.73
O: -3.64 -0.97 -2.35
H: -3.70 1.16 -2.46
H: -4.80 0.41 -1.34
H: -3.09 0.43 -0.91
H: -3.97 -0.98 -3.24
C: -2.46 -3.17 -0.42
O: -3.64 -2.52 -0.06
H: -2.53 -3.46 -1.47
H: -1.57 -2.50 -0.33
H: -2.38 -4.03 0.26
H: -4.02 -2.04 -0.78
C: -2.57 -0.35 2.17
O: -1.24 -0.04 1.81
H: -3.17 0.59 2.19
H: -3.09 -0.99 1.44
H: -2.63 -0.78 3.18
H: -1.01 -0.62 1.05
C: 3.13 -0.45 -3.30
O: 3.66 -1.24 -4.36
H: 2.21 0.00 -3.67
H: 2.98 -1.03 -2.41
H: 3.86 0.33 -3.20
H: 3.94 -2.11 -4.06
C: 0.54 -2.93 -4.11
O: -0.05 -1.82 -3.38
H: 1.19 -2.53 -4.90
H: 1.11 -3.45 -3.34
H: -0.14 -3.60 -4.59
H: -0.63 -1.30 -3.95
C: 0.79 0.48 -0.77
O: -0.02 -0.70 -0.70
H: 0.80 0.85 0.23
H: 1.80 0.26 -1.10
H: 0.34 1.22 -1.46
H: -0.18 -1.11 -1.57
C: 4.09 1.82 0.80
O: 4.48 0.42 0.79
H: 4.18 2.25 1.81
H: 4.66 2.36 0.03
H: 3.05 1.88 0.49
H: 5.42 0.39 1.04